# 1
C41H62BN6PS3W as an isolated structure, computed with ωB97M-V/def2-TZVPD.

Properties
HOMO level (spin up / spin down): -18.997 / -18.997 eV
Frontier orbital gap (spin up / spin down): 0.2026 / 0.2026 Eh
ΔE to the lowest compared entry with this formula, charge and spin: 20.4 kJ/mol
Multiplicity: 1
Charge: +4

XYZ file:
```
115
Properties=species:S:1:pos:R:3:forces:R:3:mulliken_charge:R:1
H -4.2319 -2.7084 -0.5804 -0.0004 0.0204 -0.0001 0.4167
H 2.3096 -2.3184 3.2274 0.0082 0.0042 -0.0007 0.5730
H -2.5502 5.9580 -0.5030 -0.0223 0.0129 -0.0289 -0.0553
C -1.2652 5.0089 1.7290 0.0146 -0.0277 0.0361 -0.1011
C 2.8523 -1.7069 -1.2772 -0.0457 0.0261 -0.0885 2.2083
C -1.6759 6.4346 1.4312 -0.0385 0.0075 -0.0480 1.8475
H -5.0706 2.4671 -3.9642 -0.0175 0.0115 -0.0094 0.3568
C -2.8510 -0.3721 0.3274 -0.2187 0.1736 0.0401 0.9502
C -6.9953 2.0959 1.4584 0.0006 -0.0247 -0.0018 -1.4248
H 1.1822 -2.9408 -1.9958 -0.0044 0.0555 -0.0328 0.6173
C 3.1803 -1.0958 -2.6473 0.0103 -0.0322 0.0447 -1.4198
H 0.3761 7.1737 1.6329 -0.0034 0.0193 0.0068 0.3999
H -0.6483 5.3860 3.7616 -0.0049 -0.0014 -0.0088 0.5259
C -5.9490 1.4673 3.6602 0.0138 0.0210 -0.0250 -1.6860
N -1.0817 2.8564 1.0338 0.1661 -0.1676 0.0416 0.8212
H -5.0861 6.2034 -3.6045 0.0041 -0.0022 0.0082 0.4988
H 5.5048 -0.2604 -0.9969 0.0208 0.0263 0.0092 0.5626
H -4.9277 3.9320 1.4405 0.0058 0.0285 -0.0041 -0.2536
C -5.2471 4.1953 -1.7639 0.0685 -0.0341 -0.0632 -1.5609
H -5.9193 -0.5932 1.6359 0.0007 0.0344 0.0129 0.5245
H -3.3420 7.6963 1.9669 0.0081 -0.0039 0.0078 0.5121
H -6.8402 2.4945 0.4546 0.0098 0.0144 0.0024 0.1181
H -5.9639 3.9393 -4.3537 0.0038 -0.0002 -0.0144 0.4950
S 0.6766 1.2957 -1.8114 -0.0458 0.0867 -0.0058 -0.4230
C -0.4972 2.4702 2.1671 -0.1546 0.2778 -0.2213 1.1525
C 0.2947 2.9175 4.5350 0.0024 0.0070 -0.0590 -1.8818
C -4.6962 1.1908 1.5451 -0.0554 -0.0917 -0.0213 -0.0328
H -4.3938 3.6598 -5.0919 -0.0006 -0.0204 -0.0008 0.4031
H -5.0304 1.3991 4.2469 -0.0126 -0.0027 0.0086 0.3546
H 4.6420 -2.6569 1.3052 0.0077 0.0421 0.0451 0.3596
C 0.3621 3.0189 -4.4645 -0.0474 -0.0322 0.0522 -1.8425
H -3.5462 -3.0679 1.0058 0.0040 0.0195 0.0090 0.4366
C 4.3959 3.3523 -0.1591 0.0257 0.0494 -0.0012 -0.8458
P 2.8287 -0.3852 0.0473 0.0448 0.0808 -0.0292 0.2528
H 0.1131 3.6579 5.3105 -0.0075 0.0025 -0.0035 0.4743
C 6.0749 1.7991 -0.9278 0.0215 -0.0323 -0.0086 -0.9716
C 3.3017 0.1869 2.7096 0.1159 -0.1088 -0.0478 -1.7978
C -3.0323 6.6635 2.1262 0.0158 -0.0140 0.0269 -1.3916
C -1.9546 3.6770 -3.6687 0.0192 -0.0581 0.1278 -0.3924
H 3.4788 -3.5022 -0.1756 0.0124 0.0150 -0.0355 0.4325
C -2.9961 3.6338 -2.7116 0.1286 -0.0384 0.0037 -0.2107
H -0.6188 7.4305 3.0849 0.0182 -0.0024 -0.0074 0.3860
H -6.6447 2.1102 4.1986 0.0024 -0.0068 0.0046 0.4783
S -0.0071 0.7847 2.1598 -0.1092 -0.0724 0.1591 -0.6198
H 3.3465 -0.1877 3.7335 -0.0334 0.0071 0.0061 0.5983
H 1.1349 -1.6716 2.1042 -0.0451 0.0003 -0.0024 0.2016
H -5.8905 4.1106 2.9153 0.0049 -0.0009 -0.0042 0.6275
C -1.8285 6.6536 -0.0756 0.0384 -0.0486 0.0815 -1.5057
H -5.2714 -2.7497 0.8425 -0.0005 0.0120 -0.0012 0.4286
C -4.2873 -2.4607 0.4819 0.0097 0.0375 0.0039 -1.8316
C -0.7449 4.6366 2.9859 -0.0350 -0.0279 -0.0584 -0.2750
C 5.6814 3.0957 -0.6271 -0.0408 0.0103 0.0144 -0.7800
C 4.6233 -1.6813 1.7787 0.0511 -0.0014 -0.0051 -1.4868
H 4.2113 0.7575 2.5272 -0.0143 0.0375 -0.0143 0.3941
H 6.3798 3.9124 -0.7532 -0.0005 -0.0059 -0.0014 0.4432
N -2.6754 0.9366 0.5121 -0.0152 0.1822 0.0081 0.4464
H -2.9695 6.4994 3.2043 -0.0122 0.0039 -0.0074 0.3952
H 2.9386 -1.8336 -3.4154 -0.0133 0.0016 0.0168 0.5326
H -0.1012 1.9599 4.8765 -0.0173 0.0050 -0.0038 0.4339
C -4.1207 5.7608 -3.3612 0.0287 -0.0171 -0.0068 -1.4117
C -0.6716 2.3490 -2.2457 -0.2570 -0.0133 0.2473 1.0409
C -0.3268 3.3447 3.2390 0.0958 -0.0103 0.2170 -0.1627
S -1.5719 -1.3368 -0.4136 0.0955 -0.0485 -0.1565 -0.4637
H -2.1833 7.6685 -0.2487 0.0172 0.0030 -0.0106 0.5885
N -1.6722 2.3732 -1.3711 0.4233 -0.2517 -0.1312 0.5802
H 1.0919 -2.5952 -0.2827 -0.0251 0.0433 -0.0459 0.4830
N -2.8261 2.9854 -1.5650 -0.1613 0.0914 -0.1123 -0.3566
H 2.5006 2.5037 0.3803 -0.0255 0.0840 0.0147 0.3465
H -7.7172 2.7345 1.9665 0.0061 -0.0047 0.0042 0.4995
C 5.1843 0.7486 -0.7674 -0.0183 0.0534 -0.0126 -0.8657
H -0.8727 8.4148 1.6629 0.0034 0.0022 0.0110 0.4798
C 1.3917 -2.1682 -1.2467 0.0042 -0.1435 0.0290 -2.0747
B -1.4140 1.7330 0.0064 -0.3029 -0.0433 0.0467 -0.0455
H -4.7974 4.6853 -0.8981 -0.0145 -0.0082 0.0236 0.0217
H 1.3062 3.3292 -4.0137 -0.0165 0.0117 0.0094 0.3698
H 1.3769 2.8150 4.4224 -0.0056 0.0038 -0.0058 0.3533
H 2.6279 -0.1849 -2.8678 -0.0223 0.0421 -0.0087 0.0567
C -4.3331 4.2844 -2.9859 -0.0730 0.0401 0.0253 1.9525
C 3.4997 2.3118 0.0056 0.0351 -0.1285 -0.0043 -0.5371
H -7.4462 1.1057 1.3742 -0.0009 0.0137 -0.0052 0.4112
H 0.7101 -1.3459 -1.5955 -0.0560 0.0292 -0.0724 0.2501
C 3.2328 -1.0218 1.7633 -0.1015 0.0047 0.0502 2.0996
C -4.0507 -0.9972 0.7103 -0.0314 -0.1773 -0.0276 0.2264
H -6.1877 4.6960 -1.9889 -0.0045 -0.0168 0.0022 0.5306
C -0.7539 3.0295 -3.4614 0.0675 0.1152 -0.2225 -0.0803
N -3.5591 1.7193 1.1288 0.0018 -0.0297 0.0418 -0.0744
H 4.2409 -0.8730 -2.7353 -0.0132 0.0086 -0.0126 0.4488
C -4.9688 3.5341 -4.1730 0.0176 0.0098 0.0334 -1.7567
C 2.1688 -2.0475 2.1794 0.0579 0.0445 0.0263 -1.4118
H -3.8022 6.0078 1.7155 0.0102 0.0139 0.0071 0.0917
C 3.8899 1.0056 -0.3039 0.0071 -0.0873 -0.0226 1.2995
H -3.4832 5.8871 -4.2375 -0.0203 -0.0004 0.0017 0.4260
H 7.0767 1.6024 -1.2858 -0.0025 0.0085 0.0007 0.5074
C 3.7651 -2.9096 -1.0438 0.0193 -0.0570 0.0554 -1.7178
H 4.8105 -2.6211 -0.9465 -0.0075 -0.0122 -0.0218 0.3491
H -6.4048 0.4778 3.6046 0.0116 0.0005 0.0048 0.3781
H 2.2384 -2.9662 1.5968 -0.0409 0.0116 0.0205 0.2874
C -5.6872 2.0738 2.2697 -0.0115 0.0516 0.0040 2.1028
C -4.9730 -0.1767 1.3139 0.0620 0.0697 -0.0073 -0.6500
H 2.4555 0.8675 2.6297 0.0596 0.0077 0.0590 0.2625
H -5.4611 3.1564 -1.5074 -0.0232 0.0173 0.0341 0.3189
H -4.2329 3.5109 3.0189 -0.0075 0.0198 -0.0133 0.2805
H 0.4998 2.0164 -4.8767 -0.0135 0.0033 0.0127 0.3999
H 4.1032 4.3664 0.0787 0.0042 -0.0074 0.0021 0.5303
H -0.8721 6.5369 -0.5907 -0.0212 -0.0059 -0.0312 0.3717
H 5.3880 -1.0450 1.3316 -0.0079 0.0065 0.0134 0.3781
H -2.1089 4.2143 -4.5960 -0.0251 0.0048 0.0130 0.5276
H 0.1416 3.6905 -5.2905 -0.0038 0.0068 0.0068 0.4544
C -5.1445 3.4940 2.4154 0.0025 -0.0601 0.0032 -1.3733
H -3.6902 6.3272 -2.5343 0.0018 0.0038 -0.0004 0.1603
W 0.2216 0.0391 0.0431 0.5207 -0.2658 0.0669 0.6865
N -1.4459 4.0917 0.7816 -0.0155 0.0697 -0.0379 -0.6446
C -0.6276 7.4067 1.9948 -0.0292 -0.0077 -0.0241 -1.8686
H 3.6909 -3.5616 -1.9173 -0.0187 0.0225 -0.0092 0.5508
H 4.9035 -1.8191 2.8253 -0.0165 0.0029 0.0026 0.5233
```
Forces are in eV/Å.

=====

# 2
C17H12Br2IrN7S2Se as an isolated structure, computed with ωB97M-V/def2-TZVPD.

Properties
HOMO level (spin up / spin down): -17.190 / -17.445 eV
Frontier orbital gap (spin up / spin down): 0.2816 / 0.1920 Eh
Multiplicity: 6
Charge: +3

XYZ file:
```
42
Properties=species:S:1:pos:R:3:forces:R:3:nbo_charge:R:1
C 0.4099 -2.8881 -1.2915 -0.0484 0.0890 0.0159 -0.0282
N -0.1090 -0.6746 1.2662 0.0655 -0.0737 -0.0091 -0.5496
C -3.7814 -0.7815 0.9968 -0.0060 -0.0340 0.0855 -0.2235
C 0.7040 -0.9487 3.4970 0.0473 -0.0122 0.0834 -0.2495
C -1.6489 -0.7871 3.0747 -0.0522 0.0040 0.0659 -0.2267
C 0.0105 2.8197 -1.5738 -0.0106 -0.0147 -0.0113 0.3189
N 2.6484 -0.2005 -0.8263 0.0126 -0.0626 0.0406 -0.5994
C 3.6936 -1.0123 -0.6311 -0.0294 0.0269 -0.0017 0.3246
H -5.0192 -0.1765 -2.0963 0.0226 -0.0018 0.0114 0.2767
C 4.4547 1.1666 -1.3734 0.0784 -0.0333 0.0459 -0.2946
C 2.3650 3.3279 -1.8867 -0.0429 0.1117 -0.0498 -0.2866
H 4.4490 -2.8243 -0.1141 0.0010 -0.0142 0.0059 0.4511
N 0.8421 -3.3447 -0.3173 -0.0327 -0.1464 -0.1370 -0.3209
H -1.8140 3.7271 -1.6158 -0.0001 0.0021 0.0005 0.4483
C -0.6010 -0.9318 3.9808 -0.0209 -0.0032 0.0145 -0.0145
N -2.0478 -0.1736 -0.5208 -0.0022 0.0451 0.0437 -0.5463
N -1.3010 2.8743 -1.4457 -0.0089 0.0113 -0.0264 -0.7164
H 3.3239 3.7884 -2.0760 -0.0244 -0.0211 0.0097 0.2885
N 3.6187 -2.2592 -0.2353 0.0680 0.0591 -0.0014 -0.6864
H 1.8983 -0.8204 1.7292 -0.0225 0.0011 0.0276 0.2070
S 0.9348 4.2313 -2.0361 0.0613 -0.0497 0.0101 0.6019
Br -6.5251 -0.9874 0.3409 0.0504 0.0143 -0.0014 0.2570
H -2.6077 0.1954 -2.4785 -0.0137 0.0127 0.0017 0.2188
C -4.3140 -0.2793 -1.2825 -0.0988 -0.0093 -0.0527 -0.2460
Br -0.9440 -1.0938 5.7947 0.0070 0.0033 -0.0551 0.2622
N 0.7521 1.7340 -1.3583 0.0700 -0.0497 0.1033 -0.6189
H -2.6630 -0.7564 3.4443 0.0033 0.0038 -0.0183 0.2616
S 5.2543 -0.2493 -0.9510 -0.0350 0.0270 -0.0499 0.6326
C 3.0655 1.0229 -1.2459 -0.0274 0.0907 -0.0745 0.1883
C 2.1023 2.0329 -1.5117 -0.0234 -0.0813 0.0399 0.0824
H 1.5456 -1.0610 4.1662 -0.0022 0.0006 -0.0249 0.2736
Ir 0.2671 -0.3739 -0.8567 -0.2507 0.5698 0.0067 1.2409
C -2.9720 -0.0675 -1.4916 0.1324 0.0153 -0.0287 0.0443
C -2.4515 -0.5309 0.7105 0.0034 -0.0111 0.0008 0.1684
H -4.0914 -1.1004 1.9808 0.0040 0.0035 -0.0011 0.2609
H -1.8114 2.0741 -1.1011 0.0075 -0.0283 0.0186 0.4322
C -1.3791 -0.6704 1.7270 0.0127 0.0075 -0.0136 0.1930
H 2.7160 -2.7132 -0.1031 -0.0509 -0.0606 0.0274 0.4532
H 5.0036 2.0408 -1.6945 -0.0213 -0.0263 0.0183 0.2913
C 0.8990 -0.8164 2.1450 0.0423 0.0029 -0.1199 0.0864
C -4.7347 -0.6506 -0.0074 -0.0175 -0.0025 -0.0210 -0.0249
Se -0.1420 -1.8614 -2.7314 0.1523 -0.3659 0.0206 0.3680
```
Forces are in eV/Å.

=====

no.,calculated total energy (Eh)
1,-3554.57656
2,-9487.45244